No. 1
The following is a DFT calculation (wB97M-V/def2-TZVPD) of a cluster of 2 separate species, C2H8S2 in total.

Geometry as ORCA input:
```
! RIJCOSX wB97M-V def2-TZVPD def2/J DEFGRID3
* xyz 0 1
C 0.629 -0.121 -1.859
C 0.340 0.135 -0.363
S 0.243 -1.351 0.600
H -0.061 -0.792 -2.350
H 1.653 -0.489 -1.949
H 0.646 0.874 -2.307
H 1.080 0.771 0.117
H -0.594 0.704 -0.321
H 0.085 -2.311 -0.314
S -1.094 1.320 3.083
H -0.796 0.060 3.407
H -2.130 1.200 2.255
*
```

The calculation puts the HOMO-LUMO gap at 9.82 eV. The molar mass comes out at 96.2 g mol⁻¹. As for the relative energy (zero: lowest compared OMol25 entry of this formula, charge and spin): 0.390 eV. The calculation puts the calculated total energy at -23873.7572 eV. Its SMILES is CCS.S. For the HOMO energy, the calculation gives -8.964 eV.

---

No. 2
The following is a DFT calculation (wB97M-V/def2-TZVPD) of a cluster of 2 separate species, C2H8S2 in total.

Geometry as ORCA input:
```
! RIJCOSX wB97M-V def2-TZVPD def2/J DEFGRID3
* xyz 1 2
C 1.431 -3.235 1.301
S 2.560 -1.772 1.161
H 0.800 -3.280 0.416
H 2.003 -4.126 1.571
H 0.845 -2.949 2.178
H 2.096 -0.939 2.148
C -1.391 2.731 -1.891
S -1.552 1.995 -0.234
H -2.324 3.292 -2.095
H -0.674 3.566 -1.687
H -1.027 2.291 -2.811
H -2.768 2.425 -0.057
*
```

The calculation puts the HOMO-LUMO gap (alpha / beta) at 11.55 / 2.48 eV. The molar mass comes out at 96.2 g mol⁻¹. As for the relative energy (zero: lowest compared OMol25 entry of this formula, charge and spin): 1.412 eV. The calculation puts the calculated total energy at -23864.0511 eV. For the HOMO energy (alpha / beta), the calculation gives -14.430 / -11.772 eV.

---

No. 3
The following is a DFT calculation (wB97M-V/def2-TZVPD) of a cluster of 2 separate species, C2H8SSi in total.

Geometry as ORCA input:
```
! RIJCOSX wB97M-V def2-TZVPD def2/J DEFGRID3
* xyz 0 1
C 0.208 -2.049 2.191
C 1.584 -0.573 0.406
Si -1.230 1.022 -1.507
S 1.583 -2.030 1.186
H 0.006 -2.930 2.714
H -0.653 -1.467 2.195
H -2.319 0.490 -2.559
H 0.991 0.317 0.591
H 2.391 -0.418 -0.245
H -0.758 -0.236 -0.975
H -1.730 1.351 -0.230
H -0.260 1.949 -2.116
*
```

The calculation puts the HOMO-LUMO gap (alpha / beta) at 7.95 / 7.79 eV. The molar mass comes out at 92.2 g mol⁻¹. As for the relative energy (zero: lowest compared OMol25 entry of this formula, charge and spin): 4.932 eV. The calculation puts the calculated total energy at -20912.0519 eV. For the HOMO energy (alpha / beta), the calculation gives -7.685 / -7.568 eV.

---

No. 4
The following is a DFT calculation (wB97M-V/def2-TZVPD) of an isolated molecule of C2H8Si2.

Geometry as ORCA input:
```
! RIJCOSX wB97M-V def2-TZVPD def2/J DEFGRID3
* xyz 0 1
Si -0.765 1.626 -1.440
C -0.183 0.018 -0.684
C 0.066 -0.058 0.707
Si 0.751 -1.668 1.378
H -0.703 2.533 -0.372
H -2.071 1.498 -1.905
H 0.049 2.063 -2.472
H -0.205 -0.807 -1.263
H -0.137 0.817 1.200
H 0.731 -1.480 2.963
H 2.126 -1.534 0.887
H 0.339 -3.009 1.003
*
```

The calculation puts the HOMO-LUMO gap at 10.39 eV. The molar mass comes out at 88.3 g mol⁻¹. As for the relative energy (zero: lowest compared OMol25 entry of this formula, charge and spin): 0.726 eV. The calculation puts the calculated total energy at -17956.2060 eV. Its SMILES is [SiH3]/C=C/[SiH3]. For the HOMO energy, the calculation gives -9.816 eV.

---

No. 5
The following is a DFT calculation (wB97M-V/def2-TZVPD) of a structure of composition C2H9AsNO2.

Geometry as ORCA input:
```
! RIJCOSX wB97M-V def2-TZVPD def2/J DEFGRID3
* xyz -1 1
C 0.100 1.304 1.002
As -0.606 0.567 -0.771
C -0.318 -1.375 -0.191
O 0.992 -1.964 -0.473
N 2.056 -1.257 0.023
O 2.149 -1.351 1.197
H -0.114 0.573 1.798
H 1.187 1.460 0.997
H -0.432 2.222 1.278
H 0.796 0.673 -1.468
H -1.214 0.049 -2.148
H -2.051 0.513 -0.133
H -0.906 2.065 -1.211
H -1.028 -1.982 -0.763
H -0.612 -1.495 0.864
*
```

The calculation puts the HOMO-LUMO gap at 7.06 eV. The molar mass comes out at 154.0 g mol⁻¹. The calculation puts the calculated total energy at -68636.4523 eV. For the HOMO energy, the calculation gives -3.185 eV.

---

No. 6
The following is a DFT calculation (wB97M-V/def2-TZVPD) of the ion C2H9BNO2 with charge +1.

Geometry as ORCA input:
```
! RIJCOSX wB97M-V def2-TZVPD def2/J DEFGRID3
* xyz 1 1
C 1.536 -0.029 0.641
N 0.621 -0.320 -0.507
C -0.536 0.586 -0.654
B -1.869 0.019 0.059
O -2.885 0.844 0.325
O -1.742 -1.284 0.055
H 1.581 0.992 0.398
H 0.898 -0.164 1.533
H 2.445 -0.574 0.564
H 1.178 -0.611 -1.338
H 0.076 -1.242 -0.440
H -0.236 1.631 -0.245
H -0.939 0.454 -1.678
H -3.756 0.686 0.705
H -2.505 -1.732 0.324
*
```

The calculation puts the HOMO-LUMO gap at 12.65 eV. The molar mass comes out at 89.9 g mol⁻¹. As for the relative energy (zero: lowest compared OMol25 entry of this formula, charge and spin): 1.318 eV. The calculation puts the calculated total energy at -8476.7359 eV. Its SMILES is C[NH2+]CB(O)O. For the HOMO energy, the calculation gives -15.946 eV.

---

No. 7
The following is a DFT calculation (wB97M-V/def2-TZVPD) of a cluster of 2 separate species, C2H9N in total.

Geometry as ORCA input:
```
! RIJCOSX wB97M-V def2-TZVPD def2/J DEFGRID3
* xyz 0 1
C -1.072 -0.046 -0.820
N -1.644 -0.152 0.517
H -0.333 -0.833 -0.965
H -1.844 -0.212 -1.571
H -0.546 0.884 -1.053
H -0.899 -0.102 1.201
H -2.269 0.625 0.694
C 2.410 0.098 0.274
H 1.750 0.880 0.632
H 2.006 -0.872 0.564
H 2.515 0.179 -0.807
H 3.400 0.200 0.707
*
```

The calculation puts the HOMO-LUMO gap at 10.38 eV. The molar mass comes out at 47.1 g mol⁻¹. As for the relative energy (zero: lowest compared OMol25 entry of this formula, charge and spin): 0.312 eV. The calculation puts the calculated total energy at -3709.7443 eV. Its SMILES is CN.C. For the HOMO energy, the calculation gives -9.330 eV.

---

No. 8
The following is a DFT calculation (wB97M-V/def2-TZVPD) of a cluster of 2 separate species, C2H9N2 in total.

Geometry as ORCA input:
```
! RIJCOSX wB97M-V def2-TZVPD def2/J DEFGRID3
* xyz 1 1
N -0.740 1.695 0.510
H -0.673 1.060 1.305
H -1.503 1.415 -0.104
H 0.172 1.487 0.038
H -0.771 2.694 0.707
C -0.615 -1.557 -0.632
C 0.186 -0.924 0.220
N 1.290 -0.097 -0.160
H -0.318 -1.341 -1.668
H -1.061 -2.532 -0.624
H 0.357 -1.326 1.216
H 2.108 -0.446 0.324
H 1.567 -0.127 -1.132
*
```

The calculation puts the HOMO-LUMO gap at 9.89 eV. The molar mass comes out at 61.1 g mol⁻¹. As for the relative energy (zero: lowest compared OMol25 entry of this formula, charge and spin): 1.564 eV. The calculation puts the calculated total energy at -5192.3901 eV. For the HOMO energy, the calculation gives -13.499 eV.